1.
58
Properties=species:S:1:pos:R:3:mulliken_charge:R:1 method="wB97M-V/def2-TZVPD" spin_multiplicity=1 homo_lumo_gap_ev=10.57 e_homo_ha=-0.4827 e_lumo_ev=-2.56 e_tot_ev=-39528.021 charge=+1
O -1.2031 1.4202 2.9616 -0.622
H -2.0145 1.2410 -3.6614 0.320
H -2.2058 -0.2282 -2.0788 0.435
H 0.0165 -0.1084 1.2429 0.138
H -1.2697 -2.4614 -1.5334 0.531
H -0.8538 -2.5127 -3.1760 0.471
O 0.8901 0.2407 -1.3448 -0.250
H 2.3847 -0.9312 1.8465 0.343
H -3.5871 -2.3642 1.8561 0.272
O 3.3902 0.7068 0.7692 -0.549
H -0.7141 4.3746 0.0888 0.254
O 0.6650 2.0457 1.3839 -0.510
O 0.6567 -1.5168 -3.5388 -0.715
H 1.8454 2.9736 -1.5144 0.374
H 1.6192 2.0945 1.3155 0.231
O -0.9802 -0.1265 0.9032 -0.362
H -1.8615 -2.2456 3.6397 0.347
H 0.7835 4.7972 -0.1656 0.351
H 1.6683 0.8451 -1.4279 0.125
H -2.8573 -3.6839 1.8494 0.284
H 1.9563 -2.0717 1.0621 0.131
O -3.7269 1.6966 1.6089 -0.637
H -2.1449 1.7486 2.9468 0.303
O -2.4960 0.6667 -1.7573 -0.779
H -0.7701 1.5738 -4.3370 0.250
H 0.1918 -1.1816 -1.6687 0.686
H 2.8017 -0.0615 3.0258 0.268
H 3.4690 0.7764 -2.7737 0.208
H 1.5906 4.4565 -1.8655 0.327
H -1.7602 1.0282 -1.3034 0.324
H 3.4913 0.3134 -0.1268 0.291
H 2.9285 -2.6514 0.2861 0.252
H 0.3577 -0.7266 -3.9876 0.271
O -2.7260 -2.7618 1.6451 -0.536
H -0.8473 -1.2290 -0.4610 0.095
O 2.2145 3.8441 -1.3908 -0.739
H -3.2976 1.9525 0.8221 0.286
H 0.4056 0.3631 -0.5279 0.242
O -0.0817 -2.8949 1.8704 -0.502
H 0.4683 2.0126 2.3784 0.332
H 1.0249 -2.0576 -4.3117 0.311
O -1.4771 -3.2208 -2.9826 -0.608
O 3.3185 1.0130 -1.8595 -0.535
O 2.3607 -1.8708 0.2082 -0.419
H -0.9810 0.9035 3.6941 0.240
H -1.0961 0.8381 1.2638 0.197
H -4.0741 0.8242 1.5073 0.325
H 4.1127 1.2605 0.9750 0.241
O -0.0733 4.5732 -0.5756 -0.607
O 2.1102 -0.6222 2.6858 -0.559
O -1.0697 0.9485 -3.6066 -0.567
H -1.0731 -1.7009 4.8516 0.301
H 0.3003 -3.4700 2.4777 0.242
H 3.9902 1.6850 -1.7364 0.303
H -1.0562 -4.0299 -3.1223 0.306
O -0.7495 -1.5658 -1.4054 -0.264
H -0.7721 -2.4993 2.3443 0.158
O -1.3317 -2.4888 4.4129 -0.608

2.
71
Properties=species:S:1:pos:R:3:mulliken_charge:R:1 method="wB97M-V/def2-TZVPD" spin_multiplicity=1 homo_lumo_gap_ev=7.20 e_homo_ha=-0.2609 e_lumo_ev=0.10 e_tot_ev=-428122.132 charge=0
C -0.0143 1.1456 3.1987 -0.665
H -0.9185 -2.9687 2.5204 0.530
C -3.4637 2.2113 1.6312 -0.352
H 4.9053 -5.0155 0.7059 0.443
H -6.2320 -1.1477 2.0657 0.283
C 1.7061 -0.2238 -4.7593 0.132
N -0.5837 -1.1463 -0.2725 0.974
H 3.2474 0.8857 4.0350 0.512
Se 2.8971 2.7006 -1.0727 -0.295
H -4.0434 1.7897 4.9215 0.447
C -3.4523 2.5122 2.9886 0.041
C 3.6086 -3.4030 0.1748 0.668
C -2.8572 3.7979 3.4999 -1.437
H -3.3288 -2.8373 1.8722 0.562
H -2.7721 4.5352 2.7025 0.352
Cl 7.2213 -4.6926 -0.9283 -0.231
C -2.8881 -1.6985 0.1028 -0.229
H 2.4770 1.9460 -8.3369 0.302
C 1.7350 -0.1884 -6.1344 -0.670
C 1.1119 1.1287 4.0134 0.775
H 0.1502 1.4590 5.6255 0.314
C -1.2264 -2.4401 1.6285 -1.211
H 0.7750 -1.8710 1.0829 0.276
C 0.1573 0.9451 1.8495 -1.057
C 5.7600 -3.7594 -0.8083 0.439
C -0.2729 -1.8286 0.8356 -0.426
N -4.2084 -1.5895 -0.3876 -0.057
H -3.0285 2.9118 0.9280 0.393
C 2.3956 0.7052 2.0689 -0.098
H -2.0981 -0.5319 -1.5210 0.419
C 4.4220 -1.9225 -1.4719 0.876
Te -0.8817 2.9745 -1.0620 0.258
O -6.4161 -2.0139 -0.1268 -0.675
C 2.3508 0.9069 3.4353 -0.720
N 1.3415 0.7143 1.2612 0.776
C 3.3637 -2.2640 -0.6132 -1.011
C 2.4399 1.9056 -4.5204 -0.799
Cl 4.1901 -0.4643 -2.3886 -0.155
C -1.8686 -1.1026 -0.6294 -0.458
C -4.6070 0.4215 3.3835 -0.626
N -5.3488 -1.0051 1.5982 -0.097
H -1.0102 1.2973 3.5929 0.257
C -5.3854 -1.5703 0.3330 0.174
C -4.0300 1.5887 3.8560 -0.465
O 2.1883 1.0703 -8.0552 -0.536
H -5.0525 -0.2831 4.0758 0.437
O 2.2867 -1.5345 -0.5314 0.304
H -4.3535 -1.8385 -1.3541 0.248
C 4.7723 -4.1444 0.0807 -0.931
Cl 2.4108 -3.9033 1.3277 -0.201
C -4.6466 0.1537 2.0176 0.218
Br 4.1014 0.3750 1.3300 -0.060
H 1.4428 -1.0313 -6.7412 0.497
Se 1.2091 4.2446 -1.6369 -0.301
H -4.0830 0.8814 0.0728 0.580
C 2.1544 1.0063 -6.7090 0.986
H 2.8371 3.0153 -6.3029 0.324
C 2.5134 2.0698 -5.8872 -0.664
Y 1.4591 0.3156 -1.3592 0.575
H 6.3730 -2.3103 -2.2743 0.467
H 2.6992 2.7004 -3.8325 0.247
N 2.0409 0.7635 -3.9513 0.367
O 1.0622 1.3130 5.3483 -0.584
H -1.8548 3.6552 3.9107 0.239
C 5.5988 -2.6325 -1.5931 -0.914
C -4.0554 1.0557 1.1399 -0.211
H -3.4730 4.2248 4.2919 0.436
Br 1.1123 -1.7884 -3.8640 -0.079
Se -0.7979 1.2401 -2.8492 -0.568
C -2.5606 -2.3725 1.2698 -0.149
H -0.7042 0.9569 1.1981 0.799

3.
12
Properties=species:S:1:pos:R:3:mulliken_charge:R:1 method="wB97M-V/def2-TZVPD" spin_multiplicity=1 homo_lumo_gap_ev="9.21 / 9.21" e_homo_ha="-0.3326 / -0.3326" e_lumo_ev="0.16 / 0.16" smiles="N#C[C@H](N)C(N)=S" e_tot_ev=-18496.418 charge=0
H 0.4268 -2.1026 0.2617 0.263
N 2.5937 -0.5696 0.1107 -0.425
H -1.2774 -2.1555 0.7429 0.183
H 0.1842 1.7002 1.0192 0.331
N -0.5577 -1.5973 0.3848 -0.393
H -0.7831 2.0557 -0.2656 0.257
C 1.5476 -0.1117 -0.0830 0.043
C 0.3856 0.5456 -0.5876 0.289
C -0.7973 -0.3415 -0.0452 0.192
S -2.3718 0.1710 0.1523 -0.382
N 0.2123 1.7962 -0.0339 -0.668
H 0.4372 0.6094 -1.6562 0.310

4.
12
Properties=species:S:1:pos:R:3:mulliken_charge:R:1 method="wB97M-V/def2-TZVPD" spin_multiplicity=1 homo_lumo_gap_ev=7.65 e_homo_ha=-0.2920 e_lumo_ev=-0.30 e_tot_ev=-4366.320 charge=0
H 0.6009 1.2641 1.0726 0.272
B -1.7694 0.0217 -0.0026 0.252
C 0.6475 -1.2679 -0.0732 -0.715
H -0.0155 -2.0704 -0.3914 0.256
H -0.0574 1.9421 -0.3911 0.256
H 1.7212 1.4951 -0.2634 0.311
H -2.2207 -0.9851 0.1121 -0.022
H -2.1306 1.0844 -0.0678 -0.033
H 1.7560 -1.3778 -0.5361 0.264
H 0.5627 -1.3298 1.0543 0.254
N 0.2042 -0.0045 -0.4844 -0.364
C 0.7011 1.2282 -0.0291 -0.730

5.
9
Properties=species:S:1:pos:R:3:mulliken_charge:R:1 method="wB97M-V/def2-TZVPD" spin_multiplicity=1 homo_lumo_gap_ev=10.13 e_homo_ha=-0.4146 e_lumo_ev=-1.15 e_tot_ev=-23593.566 charge=0
C -1.4042 -0.5610 -0.0461 0.891
N 1.4201 1.2638 0.4169 -0.447
H -0.3981 -0.1417 0.2722 -0.165
F -1.4957 -0.3916 -1.4045 -0.246
S 2.5314 0.4071 -0.0768 0.532
F -1.6457 -1.8200 0.2020 -0.219
H 1.1417 2.1138 -0.0391 0.294
F -2.4183 0.1013 0.4452 -0.234
O 2.2688 -0.9717 0.2302 -0.405

6.
19
Properties=species:S:1:pos:R:3:mulliken_charge:R:1 method="wB97M-V/def2-TZVPD" spin_multiplicity=1 homo_lumo_gap_ev=10.21 e_homo_ha=-0.3387 e_lumo_ev=1.00 smiles="C/C=C/C[C@@H](C)O" e_tot_ev=-8463.365 charge=0
H 2.4281 1.1205 1.0738 0.319
H -1.9737 -0.9227 1.6992 0.364
C -0.7480 0.1816 -1.3809 -0.645
H 3.5440 0.2297 0.0177 0.358
H 1.3439 -1.2812 -0.5246 0.364
H 2.7600 -0.5916 1.3668 0.319
C 2.6101 0.1593 0.5827 -1.249
H -1.3907 1.5501 0.9358 0.349
H -2.7146 -0.3508 -0.6260 0.357
C -1.7712 0.0305 -0.2282 0.135
H -1.2966 -1.9744 0.4279 0.345
H -1.1408 0.9064 -2.1036 0.295
C -1.3042 -0.9569 0.8357 -1.227
H 0.6534 1.6961 -0.5708 0.357
C 0.5553 0.6309 -0.7874 -0.387
H -0.6376 -0.7821 -1.8966 0.344
C 1.4616 -0.2169 -0.3050 -0.134
O -2.0934 1.3026 0.3203 -0.542
H -0.2857 -0.7310 1.1634 0.276

7.
20
Properties=species:S:1:pos:R:3:mulliken_charge:R:1 method="wB97M-V/def2-TZVPD" spin_multiplicity=1 homo_lumo_gap_ev=8.04 e_homo_ha=-0.3045 e_lumo_ev=-0.25 smiles="C/N=C1/C=CC=C[C@H]1C=C=S" e_tot_ev=-21800.049 charge=0
C 0.3119 0.4997 0.3460 1.170
C -2.5375 -0.9525 0.5033 -0.790
N -1.6171 -0.8026 -0.5680 -0.617
H -3.3687 -0.2044 0.4724 0.249
C 1.7835 0.5299 0.2318 -0.993
H -0.3983 -1.3916 -2.4385 0.449
C -0.1520 1.9726 0.1708 -0.439
C -0.3887 -0.3952 -0.5783 0.325
H 2.0569 -1.3172 -2.6761 0.286
H 2.2670 1.0084 1.1079 0.381
H 0.1292 0.1916 1.3739 0.260
H 3.4094 -0.1403 -0.8208 0.340
S -2.6019 1.7286 -1.1580 -0.292
C 0.2631 -0.8746 -1.7738 -0.675
C 1.5537 -0.7945 -1.8219 -0.380
C 2.3181 -0.1876 -0.8110 -0.299
H -2.9837 -1.8808 0.4708 0.353
H -1.8933 -0.9553 1.4486 0.244
C -1.3000 2.1599 -0.4172 0.008
H 0.5384 2.7527 0.3797 0.421